Model P:
DFT (ωB97M-V with the def2-TZVPD basis set) results for a cluster of 2 separate species, C4H9O2 in total.

Structure (ORCA input):
```
! wB97M-V def2-TZVPD RIJCOSX def2/J DEFGRID3
* xyz -1 1
C 2.424 -0.377 1.519
C 1.486 0.473 1.020
O 0.299 0.688 1.467
H 3.386 -0.484 1.031
H 2.181 -0.966 2.390
H 1.780 1.043 0.116
H -0.521 1.379 0.204
C -1.812 0.366 -0.840
O -1.056 1.523 -0.627
C -0.970 -0.873 -1.091
H -2.444 0.555 -1.716
H -2.490 0.183 0.007
H -1.600 -1.691 -1.449
H -0.448 -1.166 -0.182
H -0.216 -0.654 -1.848
*
```

* highest occupied orbital energy: -2.79 eV
* lowest unoccupied orbital energy: 0.1548 hartree
* Kohn-Sham gap: 7.007 eV

Electronic structure analysis, Löwdin charges in units of e: C -0.108; C -0.527; O -0.217; H -0.013; H 0.001; H 0.083; H 0.019; C -0.375; O -0.133; C -0.107; H 0.093; H 0.102; H 0.057; H 0.056; H 0.070


Model Q:
DFT (ωB97M-V with the def2-TZVPD basis set) results for the ion C4H9O2 with charge -1.

Structure (ORCA input):
```
! wB97M-V def2-TZVPD RIJCOSX def2/J DEFGRID3
* xyz -1 1
O -0.590 2.292 0.787
C -1.487 1.310 0.570
C -0.963 -0.156 0.530
C 0.574 -0.240 0.371
C 1.225 -0.675 -0.893
O 1.086 -2.174 -1.107
H -2.419 1.242 1.201
H -1.939 1.431 -0.461
H -1.185 -0.697 1.467
H -1.447 -0.886 -0.147
H 0.820 0.849 0.227
H 0.972 -0.720 1.267
H 2.308 -0.624 -0.852
H 0.841 -0.192 -1.797
H 0.421 -2.342 -1.776
*
```

* highest occupied orbital energy: -2.29 eV
* lowest unoccupied orbital energy: 0.1401 hartree
* Kohn-Sham gap: 6.099 eV
* SMILES string: [O-]CCCCO

Electronic structure analysis, Löwdin charges in units of e: O -0.366; C -0.560; C -0.221; C -0.232; C -0.227; O -0.147; H 0.068; H 0.064; H 0.079; H 0.086; H 0.104; H 0.104; H 0.096; H 0.115; H 0.038


Model R:
DFT (ωB97M-V with the def2-TZVPD basis set) results for a cluster of 2 separate species, C4H9O2 in total.

Structure (ORCA input):
```
! wB97M-V def2-TZVPD RIJCOSX def2/J DEFGRID3
* xyz -1 1
C -2.036 -0.051 1.489
C -2.001 1.319 0.783
O -1.915 1.345 -0.408
O -2.032 2.318 1.546
H -1.715 0.162 2.476
H -1.537 -0.808 0.946
H -3.070 -0.239 1.204
C 1.125 -0.521 -1.218
C 2.555 -0.509 -0.855
H 0.532 -0.350 -0.219
H 0.782 0.324 -1.781
H 0.507 -1.378 -1.669
H 2.627 -0.551 0.183
H 3.013 0.354 -1.222
H 3.167 -1.418 -1.256
*
```

* highest occupied orbital energy: -3.59 eV
* lowest unoccupied orbital energy: 0.1380 hartree
* Kohn-Sham gap: 7.348 eV

Electronic structure analysis, Löwdin charges in units of e: C -0.053; C -0.883; O -0.055; O -0.129; H 0.044; H 0.022; H 0.064; C -0.197; C -0.198; H 0.087; H 0.046; H 0.088; H 0.033; H 0.037; H 0.094


In terms of stability, model R leads; the second structure lies 0.0020 hartree higher.


Model P:
DFT (ωB97M-V with the def2-TZVPD basis set) results for a cluster of 2 separate species, C4H9O2 in total.

Structure (ORCA input):
```
! wB97M-V def2-TZVPD RIJCOSX def2/J DEFGRID3
* xyz -1 1
C 2.003 1.106 0.846
C 2.082 1.496 -0.677
O 1.779 2.684 -0.912
O 2.430 0.592 -1.466
H 1.689 0.074 0.995
H 1.183 1.716 1.221
H 2.953 1.329 1.326
C -2.270 -1.716 -0.057
C -1.255 -0.557 -0.253
H -2.712 -1.577 0.924
H -3.069 -1.676 -0.795
H -1.782 -2.685 -0.108
H -1.368 -0.175 -1.241
H -0.229 -0.906 -0.196
H -1.433 0.296 0.393
*
```

* highest occupied orbital energy: -3.77 eV
* lowest unoccupied orbital energy: 0.1340 hartree
* Kohn-Sham gap: 7.412 eV

Electronic structure analysis, Löwdin charges in units of e: C -0.068; C -0.814; O -0.118; O -0.118; H 0.031; H 0.041; H 0.046; C -0.166; C -0.150; H 0.046; H 0.049; H 0.051; H 0.050; H 0.057; H 0.063


Model Q:
DFT (ωB97M-V with the def2-TZVPD basis set) results for a structure of composition C4H9O2.

Structure (ORCA input):
```
! wB97M-V def2-TZVPD RIJCOSX def2/J DEFGRID3
* xyz -1 1
C 1.388 -0.357 0.146
C 0.604 0.510 1.146
C -0.892 0.756 0.872
O -1.194 1.307 -0.365
C 0.506 -1.380 -0.579
O -0.433 -0.737 -1.380
H 1.696 0.285 -0.680
H 2.175 -0.890 0.696
H 1.058 1.505 1.255
H 0.642 0.108 2.175
H -1.219 1.447 1.659
H -1.431 -0.206 0.934
H -0.814 0.444 -1.049
H 1.184 -1.951 -1.246
H -0.019 -2.070 0.099
*
```

* highest occupied orbital energy: -3.29 eV
* lowest unoccupied orbital energy: 0.1654 hartree
* Kohn-Sham gap: 7.787 eV

Electronic structure analysis, Löwdin charges in units of e: C -0.209; C -0.218; C -0.389; O -0.231; C -0.416; O -0.290; H 0.103; H 0.089; H 0.090; H 0.090; H 0.089; H 0.099; H 0.021; H 0.083; H 0.088


Model R:
DFT (ωB97M-V with the def2-TZVPD basis set) results for the ion C4H9O2 with charge -1.

Structure (ORCA input):
```
! wB97M-V def2-TZVPD RIJCOSX def2/J DEFGRID3
* xyz -1 1
C -0.350 1.701 -1.029
C -0.265 0.189 -0.639
O -1.414 -0.462 -0.774
C 0.325 0.093 0.791
C 0.603 -1.404 1.027
O -0.289 -2.257 0.372
H 0.609 2.128 -1.302
H -0.913 2.192 -0.220
H -0.978 1.741 -1.897
H 0.579 -0.198 -1.261
H -0.449 0.433 1.460
H 1.261 0.658 0.795
H 1.649 -1.586 0.764
H 0.521 -1.602 2.094
H -0.887 -1.626 -0.183
*
```

* highest occupied orbital energy: -3.21 eV
* lowest unoccupied orbital energy: 0.1667 hartree
* Kohn-Sham gap: 7.749 eV
* SMILES string: C[C@H]([O-])CCO

Electronic structure analysis, Löwdin charges in units of e: C -0.090; C -0.655; O -0.228; C -0.168; C -0.341; O -0.148; H 0.049; H 0.064; H 0.043; H 0.120; H 0.098; H 0.099; H 0.087; H 0.082; H -0.010


Model S:
DFT (ωB97M-V with the def2-TZVPD basis set) results for a cluster of 2 separate species, C4H9O2 in total.

Structure (ORCA input):
```
! wB97M-V def2-TZVPD RIJCOSX def2/J DEFGRID3
* xyz -1 1
C 0.444 -1.004 -2.196
C 1.180 -1.013 -0.874
H 0.392 -0.034 -2.691
H 0.829 -1.712 -2.935
H -0.604 -1.285 -2.060
H 0.979 -1.936 -0.330
H 0.763 -0.261 -0.214
H 2.257 -0.840 -0.929
C -0.925 1.789 1.524
C -0.891 0.327 2.065
O -1.992 -0.242 2.151
O 0.258 -0.103 2.334
H -1.946 2.067 1.304
H -0.324 1.814 0.613
H -0.419 2.435 2.239
*
```

* highest occupied orbital energy: -3.86 eV
* lowest unoccupied orbital energy: 0.1433 hartree
* Kohn-Sham gap: 7.760 eV

Electronic structure analysis, Löwdin charges in units of e: C -0.188; C -0.163; H 0.052; H 0.048; H 0.062; H 0.069; H 0.037; H 0.061; C -0.062; C -0.819; O -0.103; O -0.124; H 0.042; H 0.040; H 0.048


In terms of stability, model S leads; the second structure lies 0.0073 hartree higher.


Model P:
DFT (ωB97M-V with the def2-TZVPD basis set) results for a cluster of 2 separate species, C4H9O2 in total.

Structure (ORCA input):
```
! wB97M-V def2-TZVPD RIJCOSX def2/J DEFGRID3
* xyz -1 1
C -2.568 0.098 -0.455
C -1.094 -0.148 -0.522
C -0.590 -1.367 -0.883
O 0.745 -1.643 -0.913
H -2.878 0.892 -1.142
H -3.103 -0.820 -0.722
H -2.901 0.408 0.558
H -0.396 0.615 -0.225
H -1.207 -2.180 -1.162
H 1.210 -0.830 -0.436
C 2.561 1.000 1.193
O 1.753 0.363 0.265
H 2.333 2.086 1.292
H 2.493 0.560 2.224
H 3.641 0.967 0.929
*
```

* highest occupied orbital energy: -3.19 eV
* lowest unoccupied orbital energy: 0.1527 hartree
* Kohn-Sham gap: 7.342 eV

Electronic structure analysis, Löwdin charges in units of e: C -0.163; C -0.175; C -0.242; O -0.093; H 0.049; H 0.053; H 0.060; H 0.068; H 0.079; H 0.027; C -0.374; O -0.394; H 0.035; H 0.041; H 0.031


Model Q:
DFT (ωB97M-V with the def2-TZVPD basis set) results for a cluster of 2 separate species, C4H9O2 in total.

Structure (ORCA input):
```
! wB97M-V def2-TZVPD RIJCOSX def2/J DEFGRID3
* xyz -1 1
C -1.111 -0.662 1.102
C 0.210 -1.451 0.953
O 0.430 -1.924 -0.186
O 0.935 -1.471 1.970
H -0.885 0.351 1.429
H -1.771 -1.055 1.894
H -1.838 -0.701 0.282
C 0.737 2.296 -1.675
C -0.789 2.224 -1.664
H 1.198 1.611 -2.395
H 1.049 3.227 -2.185
H 1.125 2.262 -0.659
H -1.184 3.219 -1.438
H -1.164 1.466 -0.982
H -1.111 2.049 -2.694
*
```

* highest occupied orbital energy: -3.79 eV
* lowest unoccupied orbital energy: 0.1400 hartree
* Kohn-Sham gap: 7.599 eV

Electronic structure analysis, Löwdin charges in units of e: C -0.083; C -0.818; O -0.116; O -0.113; H 0.046; H 0.048; H 0.044; C -0.175; C -0.167; H 0.062; H 0.053; H 0.064; H 0.054; H 0.044; H 0.057


In terms of stability, model Q leads; the second structure lies 0.0667 hartree higher.


Model P:
DFT (ωB97M-V with the def2-TZVPD basis set) results for the ion C4H8BrN2 with charge +1.

Structure (ORCA input):
```
! wB97M-V def2-TZVPD RIJCOSX def2/J DEFGRID3
* xyz 1 1
C 0.572 1.367 0.133
C 1.444 0.407 0.319
C -0.911 1.141 0.081
C -0.579 -1.271 -0.626
N 1.197 -0.939 0.491
N -1.205 -0.334 0.249
Br 2.471 -2.151 -0.080
H 0.802 2.413 -0.108
H 2.491 0.702 0.033
H -1.300 1.699 0.904
H -1.112 1.348 -0.978
H -0.140 -0.966 -1.573
H -0.754 -2.265 -0.310
H -0.799 -0.736 1.182
H -2.176 -0.414 0.281
*
```

* highest occupied orbital energy (spin up / spin down): -12.84 / -12.76 eV
* lowest unoccupied orbital energy (spin up / spin down): -0.1859 / -0.1969 hartree
* Kohn-Sham gap (spin up / spin down): 7.782 / 7.406 eV

Electronic structure analysis, Löwdin charges in units of e: C -0.093; C -0.298; C -0.080; C 0.072; N -0.503; N -0.007; Br 0.754; H 0.135; H 0.130; H 0.137; H 0.152; H 0.127; H 0.101; H 0.222; H 0.152


Model Q:
DFT (ωB97M-V with the def2-TZVPD basis set) results for a cluster of 2 separate species, C4H8BrN2 in total.

Structure (ORCA input):
```
! wB97M-V def2-TZVPD RIJCOSX def2/J DEFGRID3
* xyz 1 1
C 0.052 -1.970 -0.066
C 0.930 -0.825 -0.481
C -1.245 -0.276 0.511
C 0.542 1.612 0.140
N -1.082 -1.618 0.358
N -0.083 0.345 -0.351
Br -2.913 0.498 0.024
H 0.180 -3.076 -0.291
H 1.585 -0.635 0.296
H 1.374 -1.017 -1.529
H -0.839 0.147 1.862
H -0.211 2.359 0.596
H 1.203 1.574 0.985
H 0.969 2.097 -0.741
H -0.461 0.785 -1.313
*
```

* highest occupied orbital energy: -14.84 eV
* lowest unoccupied orbital energy: -0.1515 hartree
* Kohn-Sham gap: 10.715 eV

Electronic structure analysis, Löwdin charges in units of e: C -0.081; C -0.031; C -0.781; C -0.045; N 0.022; N -0.156; Br 0.818; H 0.166; H 0.101; H 0.179; H 0.257; H 0.133; H 0.093; H 0.109; H 0.215


In terms of stability, model Q leads; the second structure lies 0.0669 hartree higher.


Model P:
DFT (ωB97M-V with the def2-TZVPD basis set) results for a cluster of 12 separate species, H24O12 in total.

Structure (ORCA input):
```
! wB97M-V def2-TZVPD RIJCOSX def2/J DEFGRID3
* xyz 0 1
O -1.062 -0.487 -4.026
H -0.682 0.259 -3.510
H -1.441 -1.056 -3.349
O 0.490 -2.248 -1.681
H 0.492 -2.947 -1.018
H 0.434 -1.363 -1.251
O 0.436 0.115 -0.256
H -0.496 -0.025 -0.166
H 0.619 0.801 -0.887
O -1.834 0.193 1.878
H -2.611 0.108 2.422
H -1.430 -0.663 1.937
O 2.498 -1.815 1.262
H 3.384 -1.449 1.455
H 2.162 -1.454 0.480
O -2.601 -0.052 -1.342
H -2.200 -0.862 -1.028
H -2.982 0.329 -0.532
O 0.009 -1.575 2.743
H 0.534 -1.344 2.003
H 0.140 -0.761 3.296
O 0.294 1.565 -2.876
H -0.098 2.423 -2.652
H 0.927 1.847 -3.543
O -0.333 2.240 2.031
H -1.064 1.680 1.923
H -0.590 2.903 2.703
O -1.713 -2.658 0.098
H -2.626 -2.407 0.247
H -1.779 -3.526 0.469
O 2.226 3.007 -1.127
H 2.716 2.260 -0.863
H 1.803 2.708 -1.924
O 2.391 1.217 2.144
H 1.460 1.207 1.997
H 2.527 1.832 2.944
*
```

* highest occupied orbital energy: -10.12 eV
* lowest unoccupied orbital energy: -0.0072 hartree
* Kohn-Sham gap: 9.923 eV
* SMILES string: O.O.O.O.O.O.O.O.O.O.O.O

Electronic structure analysis, Löwdin charges in units of e: O -0.085; H -0.021; H 0.006; O -0.079; H 0.024; H -0.015; O -0.011; H 0.007; H 0.027; O -0.038; H 0.075; H -0.002; O -0.034; H 0.068; H -0.028; O -0.036; H -0.014; H 0.046; O -0.046; H -0.026; H 0.084; O -0.034; H 0.093; H 0.083; O -0.049; H -0.060; H 0.069; O -0.026; H 0.045; H 0.051; O -0.015; H 0.013; H -0.019; O -0.085; H -0.052; H 0.086


Model Q:
DFT (ωB97M-V with the def2-TZVPD basis set) results for a cluster of 12 separate species, H24O12 in total.

Structure (ORCA input):
```
! wB97M-V def2-TZVPD RIJCOSX def2/J DEFGRID3
* xyz 0 1
O -0.401 0.392 0.303
H 0.514 0.450 0.005
H -0.601 -0.550 0.263
O 4.172 -1.666 -0.090
H 4.890 -1.036 -0.216
H 4.616 -2.520 -0.035
O 0.870 -1.177 1.264
H 1.684 -0.804 1.622
H 1.152 -1.620 0.456
O -0.985 -1.638 2.189
H -1.377 -1.978 1.376
H -1.398 -2.160 2.885
O -4.694 -1.583 -1.088
H -4.256 -0.800 -0.735
H -4.280 -2.315 -0.617
O 4.568 0.409 1.027
H 5.518 0.307 1.158
H 4.354 1.227 1.489
O 0.026 -3.741 -1.479
H -0.788 -4.242 -1.362
H 0.693 -4.415 -1.652
O 1.619 3.798 -1.438
H 0.970 4.506 -1.368
H 1.672 3.439 -0.545
O -2.721 0.414 -2.842
H -2.641 0.235 -1.898
H -2.673 -0.457 -3.251
O 1.605 -0.861 -1.111
H 2.410 -1.126 -1.569
H 0.922 -1.424 -1.492
O -0.751 5.381 0.085
H -0.784 6.245 -0.340
H -0.783 4.758 -0.650
O -3.652 0.661 3.307
H -4.279 0.505 2.592
H -2.793 0.662 2.870
*
```

* highest occupied orbital energy: -8.91 eV
* lowest unoccupied orbital energy: -0.0075 hartree
* Kohn-Sham gap: 8.707 eV
* SMILES string: O.O.O.O.O.O.O.O.O.O.O.O

Electronic structure analysis, Löwdin charges in units of e: O -0.086; H 0.014; H -0.007; O -0.065; H 0.022; H 0.048; O -0.134; H 0.068; H 0.018; O -0.065; H 0.034; H 0.053; O -0.049; H 0.021; H 0.031; O -0.060; H 0.050; H 0.057; O -0.045; H 0.041; H 0.047; O -0.055; H 0.000; H 0.037; O -0.056; H 0.005; H 0.034; O -0.061; H 0.054; H 0.041; O -0.051; H 0.043; H 0.025; O -0.062; H 0.025; H 0.024


Model R:
DFT (ωB97M-V with the def2-TZVPD basis set) results for a structure of composition H24O12.

Structure (ORCA input):
```
! wB97M-V def2-TZVPD RIJCOSX def2/J DEFGRID3
* xyz 0 1
H -0.164 -0.156 1.268
H -0.117 -0.885 -0.064
H 0.811 -2.309 -4.205
H -0.025 -2.900 -3.082
H -4.840 0.056 0.369
H -4.435 -0.860 -0.774
H 2.766 0.042 3.798
H 1.966 -0.972 2.997
H 2.135 3.362 -1.497
H 0.838 2.779 -2.034
H -1.888 -0.964 1.132
H -0.876 -1.501 2.132
H 1.176 1.973 0.562
H -0.121 2.547 0.016
H -1.220 0.506 -1.357
H -2.426 -0.213 -0.775
H 0.584 1.236 2.638
H 2.009 1.400 3.141
H 0.773 4.084 2.017
H 1.015 3.852 3.499
H -0.676 0.778 -5.189
H -0.054 -0.404 -4.464
H 1.704 -5.857 0.211
H 1.162 -4.440 0.124
O 0.132 -0.979 0.862
O 0.660 -3.128 -3.721
O -4.893 -0.032 -0.589
O 2.687 -0.338 2.916
O 1.499 2.654 -1.344
O -1.362 -1.746 1.336
O 0.219 1.920 0.664
O -2.173 0.412 -1.464
O 1.282 1.893 2.745
O 0.736 3.400 2.695
O -0.488 -0.162 -5.290
O 1.603 -5.050 0.727
*
```

* highest occupied orbital energy: -6.97 eV
* lowest unoccupied orbital energy: -0.0160 hartree
* Kohn-Sham gap: 6.536 eV

Electronic structure analysis, Löwdin charges in units of e: H 0.027; H 0.057; H 0.015; H 0.031; H 0.040; H 0.030; H 0.042; H 0.044; H 0.065; H 0.056; H 0.039; H 0.066; H 0.051; H 0.045; H 0.015; H 0.001; H 0.057; H 0.038; H 0.042; H 0.070; H 0.038; H 0.009; H 0.033; H 0.027; O -0.132; O -0.047; O -0.048; O -0.052; O -0.042; O -0.107; O -0.086; O -0.040; O -0.154; O -0.122; O -0.047; O -0.060


In terms of stability, model P leads; the second structure lies 0.1015 hartree higher.